Record 1
Entry from OMol25: a structure of composition C36H37CaNP2Se in a non-equilibrium geometry (ωB97M-V/def2-TZVPD).

Geometry as XYZ:
```
78
Properties=species:S:1:pos:R:3:mulliken_charge:R:1
H -2.29 1.64 1.93 -0.195
H 2.79 -0.70 -7.41 0.380
H 2.78 1.40 -1.33 0.693
H -3.03 3.77 1.28 0.416
H 2.02 -0.58 4.43 0.399
H 4.37 1.22 -7.30 0.378
H -4.88 3.54 4.21 0.273
C -2.21 2.53 -2.01 -0.623
H 3.26 1.91 -3.21 0.203
H -0.05 -4.24 3.45 0.408
H 7.84 -4.16 0.02 0.361
H -2.19 2.59 3.41 0.336
H -2.03 2.01 0.06 -0.309
C 3.15 1.33 -4.13 -0.173
H -7.13 3.90 3.46 0.293
C -0.42 1.83 -3.46 -0.849
H 0.60 -2.51 5.13 0.393
H 0.79 -4.08 1.11 0.392
C -5.54 2.68 4.27 -0.851
C 1.75 -1.35 3.71 -0.711
C -1.53 2.02 -0.91 0.285
H -2.28 -3.14 -0.05 0.492
H -5.19 0.62 4.79 0.364
C 2.89 -0.14 -6.48 -0.543
C -0.24 1.50 -1.05 -1.219
P 2.42 -2.24 -0.30 0.357
H 0.37 1.30 -0.15 0.699
H 2.78 -0.37 2.08 0.373
C -4.79 1.40 4.13 -0.390
C 4.61 -3.58 0.97 -0.239
N -2.63 -0.95 -0.88 -0.856
C 5.94 -3.99 1.05 -0.648
H 0.00 1.74 -4.46 0.387
C -2.90 2.16 2.68 0.280
C 1.90 -2.25 1.47 0.199
C 1.10 -3.34 1.86 -0.688
C 4.12 -2.99 -0.20 0.417
H 4.63 -2.32 -2.19 0.411
C -3.75 1.11 3.33 -0.502
C 6.32 -3.24 -1.21 -0.643
H -2.16 -2.18 1.44 0.235
C 4.99 -2.82 -1.29 -0.493
H 3.96 -3.69 1.84 0.334
H 6.98 -3.10 -2.06 0.383
C -4.96 2.98 1.36 0.207
C 0.20 1.21 -2.37 1.099
H 6.31 -4.43 1.98 0.386
H 4.59 2.52 -5.19 0.379
C 3.03 -0.53 -0.42 -0.807
C 2.53 0.34 -1.34 -0.691
C 2.16 -0.51 -5.35 -0.414
H -2.04 3.13 -4.08 0.404
C 3.91 1.68 -5.25 -0.660
H -7.48 2.19 3.42 0.366
C -3.68 3.34 2.05 -1.256
H -5.99 2.69 5.27 0.424
H -1.31 -3.75 1.33 0.307
Ca -0.34 -1.31 -0.52 1.924
H -7.03 2.76 1.10 0.378
Se -5.28 0.25 -1.27 -0.290
P 1.35 -0.22 -2.63 0.322
C 2.28 0.24 -4.16 0.363
C -3.73 -0.49 -1.01 -0.011
C 6.80 -3.84 -0.04 -0.445
C 2.21 -1.25 2.39 -0.089
C -6.21 2.88 1.82 -0.539
C 0.61 -3.42 3.17 -0.518
C -6.68 2.91 3.24 -0.561
C 0.95 -2.43 4.09 -0.477
H -3.39 0.08 3.24 0.345
H 3.86 -0.26 0.24 0.923
C -1.60 2.56 -3.27 -0.740
H -3.82 4.11 2.82 0.635
C 3.78 0.94 -6.43 -0.427
C -1.61 -2.86 0.78 -1.661
H -4.81 2.77 0.29 0.071
H 1.49 -1.37 -5.39 0.389
H -3.23 2.88 -1.90 0.454
```

Summary:
LUMO level ... -0.22 eV
HOMO-LUMO gap ... 6.4388 eV
E ... -5210.3771 Ha
Highest occupied orbital energy ... -6.66 eV

***

Record 2
Entry from OMol25: a structure of composition C36H37Cl3F3N3ScSi in a non-equilibrium geometry (ωB97M-V/def2-TZVPD).

Geometry as XYZ:
```
84
Properties=species:S:1:pos:R:3:mulliken_charge:R:1
H -0.07 3.42 4.28 0.377
H -1.56 2.78 4.94 0.406
H -3.58 3.22 -1.34 0.481
C -2.07 0.51 0.18 1.298
H -3.48 -0.04 2.48 0.346
C 0.86 0.51 -2.22 -0.977
C 1.11 -5.72 -2.48 -0.849
C -3.43 2.18 -1.07 -0.510
H 0.03 1.84 -4.39 0.409
C 0.66 6.18 0.94 -0.573
H 1.32 -2.47 2.78 0.257
H -1.50 3.34 3.28 0.243
N -1.60 2.94 0.20 -0.900
H -1.01 5.18 0.03 0.429
H -4.62 -0.93 -1.59 0.427
F -0.76 -6.59 -5.44 -0.277
C 1.57 -1.65 3.45 -1.746
H 1.96 0.97 5.45 0.436
H -1.86 -4.96 -3.93 0.400
H 2.83 1.04 3.93 0.235
H 1.88 2.42 4.47 0.315
C -1.51 0.46 3.20 0.560
C -4.24 1.18 -1.57 -0.588
Cl 4.50 1.34 1.91 -0.414
C 0.69 0.77 3.75 0.662
C 2.17 4.79 2.19 -1.235
Sc -0.02 0.32 1.13 -1.554
C 0.16 -2.73 -0.47 0.037
H -2.73 -1.51 -0.15 0.343
C 1.38 3.68 1.90 0.656
Si 2.89 0.87 0.58 0.769
H -0.81 0.29 -4.28 0.374
H 0.41 -1.78 -3.56 0.177
C -0.97 -3.90 -2.30 -0.368
H -5.06 1.41 -2.25 0.378
C 0.51 -0.59 3.40 0.419
H 1.68 -2.07 4.46 0.366
H 2.42 6.90 1.92 0.392
F -0.62 -8.04 -3.83 -0.261
F 1.18 -7.30 -4.77 -0.278
C 1.81 6.04 1.71 -0.685
H 2.52 1.98 -3.81 0.359
Cl 3.25 2.46 -0.84 -0.406
H -1.87 -2.52 3.84 0.291
C -0.85 -0.79 3.07 0.491
H 0.39 7.16 0.55 0.403
C 0.24 3.83 1.14 -0.327
C 0.12 -3.79 -1.43 0.400
C -0.93 2.81 4.05 -1.658
C -2.92 -0.46 -0.37 -0.350
C -0.04 -6.92 -4.34 0.915
C 0.14 0.76 -4.51 -1.786
C 0.23 -1.78 0.29 -0.202
H 1.65 2.71 2.28 0.252
H 2.09 -1.70 -3.04 0.297
C -3.99 -0.14 -1.20 -0.829
C 1.90 1.33 4.42 -1.570
C 1.25 0.22 -3.60 2.701
C 0.03 -5.81 -3.35 0.391
C 1.37 -1.30 -3.75 -1.444
C -2.41 1.82 -0.20 0.066
H 3.07 4.66 2.77 0.410
C 2.59 0.90 -3.91 -1.817
H -2.42 -2.01 2.25 0.285
H 1.69 -1.54 -4.76 0.497
Cl 3.77 -0.76 -0.49 -0.402
H 1.93 -6.42 -2.56 0.395
H -3.45 0.68 4.09 0.390
C -0.13 5.08 0.64 -0.596
H 2.01 -4.63 -0.87 0.504
H 0.39 0.55 -5.55 0.415
H 2.54 -1.27 3.15 0.285
H 3.37 0.55 -3.24 0.327
N -0.54 2.65 0.83 1.940
H -0.89 -2.84 2.40 0.288
C -1.01 -4.90 -3.25 -0.815
C -0.56 1.42 3.62 1.329
C -2.98 0.70 3.10 -1.684
H 2.86 0.66 -4.94 0.469
C -1.54 -2.11 2.88 -1.444
H -3.20 1.68 2.66 0.310
H -1.77 -3.17 -2.23 0.533
C 1.16 -4.72 -1.53 -0.524
N 0.43 0.66 -1.17 -0.067
```

Summary:
LUMO level ... 1.87 eV
HOMO-LUMO gap ... 6.8033 eV
Net charge ... -1
E ... -4288.9383 Ha
Highest occupied orbital energy ... -4.93 eV

***

Record 3
Entry from OMol25: a structure of composition C36H37N4NiP2S (ωB97M-V/def2-TZVPD).

Geometry as XYZ:
```
81
Properties=species:S:1:pos:R:3:mulliken_charge:R:1
C 0.30 -0.15 2.73 0.326
C -4.14 -1.02 -3.44 -0.548
H -3.01 1.85 0.30 0.587
H 0.89 -3.91 0.86 0.314
H -1.20 0.29 -2.37 0.118
N 2.23 -0.59 -1.81 -0.159
C 2.54 -0.55 3.54 -0.889
H 0.97 6.03 1.70 0.440
H -4.91 -2.94 -2.87 0.425
N 0.10 4.51 0.62 0.036
C -3.09 -0.12 -3.29 -0.713
C -4.10 -2.23 -2.76 -0.850
H 2.09 0.30 1.63 0.310
H 0.68 4.09 3.28 0.085
C -3.02 -2.54 -1.95 -0.214
C -2.80 2.29 1.27 -0.737
P -0.57 -1.98 -0.67 1.650
H 3.11 2.80 -3.86 0.429
H -0.78 -2.62 1.66 0.627
H 0.24 -1.49 5.85 0.436
C -2.01 -0.43 -2.48 -0.089
H 1.80 -6.13 0.37 0.434
C 1.08 -6.17 -1.65 -0.532
C -2.29 3.43 3.74 -0.537
S -1.09 3.17 -1.34 -0.137
H 2.69 -1.40 5.50 0.409
H -4.98 -0.78 -4.07 0.398
H -2.09 3.87 4.71 0.443
H -0.70 2.01 3.91 0.533
H 2.09 5.08 0.75 0.262
C 1.25 -5.60 -0.39 -0.751
C 0.38 -5.47 -2.62 -0.767
H 3.61 -0.51 3.39 0.466
H 3.51 -3.20 -3.48 0.460
C 0.65 -1.10 4.92 -0.808
H 3.32 0.93 -4.60 0.291
C 1.68 -0.10 2.55 -0.450
C -0.15 -4.22 -2.35 -0.482
C 1.22 5.02 1.40 -0.604
H -4.39 3.72 1.10 0.431
H 0.24 -5.91 -3.61 0.430
C -0.21 -0.65 3.93 -0.251
H -2.52 -0.99 2.36 0.779
N 1.49 1.82 -1.14 1.148
H 2.37 -2.59 -1.37 0.892
H -1.28 -0.69 4.10 0.369
C 3.23 -2.17 -3.30 -1.005
C -2.08 -0.92 1.36 -1.612
H -0.80 4.96 0.68 0.263
C 3.12 0.13 -3.90 -0.723
C 0.01 -3.65 -1.09 0.276
C 2.60 -1.84 -2.11 -0.344
C -1.76 1.79 2.06 0.649
H 3.94 -1.40 -5.17 0.452
C 0.73 -4.35 -0.12 -0.231
C 2.52 0.39 -2.68 0.270
C -1.96 -1.64 -1.80 0.056
H -3.01 -3.49 -1.42 0.406
C 2.02 -1.05 4.73 -0.574
C 3.47 -1.17 -4.22 -0.535
C 2.82 2.97 -2.83 -1.652
C -1.51 2.37 3.29 -0.839
C -1.49 -2.25 0.91 -1.485
H 1.48 -7.15 -1.86 0.415
H 3.71 3.27 -2.27 0.318
Ni 0.58 0.03 -0.50 0.154
H 1.83 3.16 2.31 0.061
C -3.33 3.91 2.96 -0.629
H -3.12 0.83 -3.81 0.439
N 1.42 3.02 -0.49 -0.995
H 2.12 3.80 -2.79 0.379
H -0.69 -3.68 -3.12 0.448
C -3.58 3.34 1.72 -0.838
H -2.26 -3.01 0.76 0.668
C 1.54 4.16 2.62 -0.592
P -0.79 0.41 1.37 1.450
C 0.21 3.54 -0.29 0.046
H -2.87 -0.60 0.68 0.753
H 2.37 4.60 3.18 0.453
H -3.94 4.73 3.32 0.401
C 2.22 1.76 -2.19 0.691
```

Summary:
LUMO level (alpha / beta) ... -2.71 / -4.99 eV
Spin multiplicity ... 3
HOMO-LUMO gap (alpha / beta) ... 7.1012 / 5.5802 eV
ΔE to the lowest compared entry with this formula, charge and spin ... 55.8 kcal per mole
Net charge ... +1
E ... -4202.0720 Ha
Highest occupied orbital energy (alpha / beta) ... -9.81 / -10.57 eV

***

Question: Among the records above, which one has the highest E?
Answer: C36H37N4NiP2S